DFT (ωB97M-V with the def2-TZVPD basis set) results for an isolated molecule of C3H2N4 in a non-equilibrium geometry.

Structure (XYZ):
```
9
C3H2N4 ωB97M-V with the def2-TZVPD basis set
C -0.500 -0.291 0.218
C -1.737 -0.433 0.905
N -0.127 -1.204 -0.744
C 0.453 0.679 0.322
H 1.751 0.847 -1.355
N 0.995 -0.846 -1.217
N 1.399 0.293 -0.588
N -2.757 -0.554 1.441
H 0.524 1.508 1.017
```

Its orbital gap is 10.90 eV. Its energy relative to the best compared isomer or geometry (same formula, charge and spin) is 24.8 kcal/mol. The LUMO energy is 0.0104 Ha. The calculation puts the molar mass at 94.1 g mol⁻¹. As for the maximum force: 0.02936 hartree/bohr. As for the charge: 0. Its structure (SMILES) is N#Cc1c[nH]nn1.



DFT (ωB97M-V with the def2-TZVPD basis set) results for a cluster of 2 separate species, C3H2N4 in total in a non-equilibrium geometry.

Structure (XYZ):
```
9
C3H2N4 ωB97M-V with the def2-TZVPD basis set
C -0.473 -2.034 0.785
N -1.170 0.499 -0.023
H 1.497 2.826 0.353
C 0.805 2.049 0.225
N -3.172 -0.408 0.722
C -0.159 1.339 0.163
N -2.223 0.038 0.302
N 0.074 -2.738 0.048
H -1.117 -1.617 1.537
```

Its orbital gap is 10.32 eV. Its energy relative to the best compared isomer or geometry (same formula, charge and spin) is 118.0 kcal/mol. The LUMO energy is 0.0189 Ha. The calculation puts the molar mass at 94.1 g mol⁻¹. As for the maximum force: 0.04735 hartree/bohr. As for the charge: 0.